ORCA calculation (ωB97M-V/def2-TZVPD) on a cluster of 14 separate species, C42H112O42S14 in total at a distorted geometry.

Last column: Löwdin charge in e.
Atoms and positions in Å:
O: 12.461 23.066 20.803  -0.322
S: 11.426 22.062 20.560  0.705
O: 10.299 22.467 19.727  -0.318
O: 12.112 20.681 19.837  -0.240
C: 13.271 20.229 20.533  -0.276
C: 13.313 18.629 20.434  -0.045
C: 10.707 21.387 22.187  -0.055
H: 13.387 20.434 21.598  0.085
H: 14.209 20.613 20.133  0.104
H: 13.457 18.336 19.394  0.065
H: 12.394 18.156 20.780  0.066
H: 14.105 18.159 21.017  0.037
H: 10.509 22.222 22.859  0.069
H: 11.443 20.614 22.410  0.021
H: 9.752 20.942 21.909  0.045
O: 16.226 23.329 23.921  -0.291
S: 17.207 22.365 23.432  0.678
O: 17.595 21.136 24.125  -0.310
O: 16.977 22.038 21.833  -0.295
C: 16.501 23.164 20.982  -0.206
C: 17.022 22.825 19.560  -0.049
C: 18.881 23.292 23.290  -0.078
H: 16.996 24.080 21.305  0.098
H: 15.444 23.406 21.094  0.112
H: 16.556 21.940 19.125  0.072
H: 18.098 22.653 19.557  0.061
H: 16.990 23.658 18.859  0.080
H: 19.646 22.537 23.107  0.034
H: 19.172 23.507 24.318  0.057
H: 18.904 24.201 22.689  0.063
O: 7.571 22.606 27.876  -0.302
S: 8.985 22.656 28.267  0.665
O: 9.511 23.711 29.054  -0.277
O: 9.451 21.185 28.862  -0.300
C: 10.801 21.078 29.344  -0.214
C: 11.250 19.619 28.867  -0.024
C: 10.004 22.623 26.697  -0.092
H: 10.651 21.331 30.394  0.118
H: 11.439 21.837 28.891  0.086
H: 12.127 19.235 29.387  0.082
H: 11.484 19.473 27.812  0.055
H: 10.330 19.053 29.012  0.039
H: 11.029 22.863 26.980  0.036
H: 9.557 23.098 25.823  0.062
H: 10.083 21.640 26.234  0.046
O: 9.282 19.348 31.459  -0.246
S: 9.140 17.955 31.660  0.669
O: 8.806 17.321 32.967  -0.318
O: 8.202 17.257 30.521  -0.309
C: 7.418 16.050 30.671  -0.227
C: 6.159 16.375 31.530  -0.056
C: 10.729 17.128 31.065  -0.089
H: 7.962 15.201 31.085  0.115
H: 7.188 15.757 29.646  0.098
H: 5.671 17.129 30.913  0.068
H: 6.395 16.878 32.468  0.064
H: 5.606 15.500 31.872  0.079
H: 11.547 17.704 31.499  0.068
H: 10.659 17.067 29.979  0.032
H: 10.734 16.079 31.359  0.061
O: 16.847 14.766 19.254  -0.319
S: 16.026 15.799 19.968  0.693
O: 14.967 16.461 19.231  -0.292
O: 15.542 15.226 21.416  -0.264
C: 15.124 13.888 21.319  -0.302
C: 14.983 13.351 22.710  -0.071
C: 17.176 17.147 20.537  -0.074
H: 15.924 13.364 20.796  0.092
H: 14.228 13.790 20.707  0.117
H: 15.828 13.585 23.357  0.057
H: 14.859 12.268 22.741  0.087
H: 14.104 13.631 23.291  0.074
H: 17.996 16.953 19.846  0.068
H: 17.459 16.910 21.563  0.017
H: 16.678 18.114 20.473  0.068
O: 10.099 12.090 24.410  -0.302
S: 9.554 12.072 25.791  0.731
O: 10.300 12.710 26.878  -0.306
O: 7.988 12.811 25.826  -0.269
C: 7.340 12.972 27.078  -0.296
C: 6.285 14.118 27.158  -0.051
C: 9.103 10.360 26.315  -0.094
H: 8.026 13.258 27.876  0.103
H: 6.908 12.046 27.459  0.109
H: 5.895 14.220 28.171  0.076
H: 5.525 13.868 26.418  0.065
H: 6.740 15.056 26.839  0.071
H: 8.677 10.402 27.317  0.066
H: 10.041 9.806 26.361  0.070
H: 8.501 9.917 25.522  0.074
O: 2.556 17.530 25.541  -0.301
S: 3.561 16.547 25.144  0.731
O: 4.903 17.006 24.719  -0.301
O: 3.740 15.431 26.477  -0.302
C: 2.701 15.357 27.485  -0.293
C: 2.993 16.107 28.744  -0.079
C: 2.791 15.359 23.972  -0.102
H: 2.482 14.364 27.878  0.122
H: 1.740 15.751 27.156  0.107
H: 3.529 15.353 29.321  0.066
H: 2.103 16.446 29.274  0.090
H: 3.671 16.954 28.648  0.073
H: 2.629 15.842 23.008  0.073
H: 1.768 15.106 24.248  0.069
H: 3.318 14.405 23.996  0.070
O: 19.312 15.442 25.679  -0.301
S: 18.105 15.990 25.058  0.652
O: 17.981 16.335 23.687  -0.276
O: 16.852 14.971 25.380  -0.279
C: 16.906 14.255 26.597  -0.307
C: 15.540 13.787 26.988  -0.056
C: 17.653 17.413 26.210  -0.058
H: 17.354 14.911 27.343  0.112
H: 17.597 13.412 26.606  0.115
H: 15.054 13.090 26.306  0.080
H: 14.872 14.639 27.118  0.080
H: 15.643 13.301 27.958  0.087
H: 18.122 17.187 27.168  0.062
H: 16.580 17.446 26.397  0.045
H: 18.050 18.278 25.679  0.060
O: 20.554 12.384 26.183  -0.304
S: 21.025 11.640 25.029  0.673
O: 21.550 10.303 25.068  -0.287
O: 19.842 11.529 23.831  -0.265
C: 18.789 12.420 23.803  -0.278
C: 18.193 12.683 22.344  -0.032
C: 22.243 12.778 24.173  -0.067
H: 19.117 13.426 24.064  0.084
H: 18.012 12.044 24.468  0.118
H: 17.355 12.039 22.079  0.062
H: 18.912 12.534 21.538  0.083
H: 17.831 13.703 22.217  0.054
H: 22.090 12.363 23.177  0.062
H: 23.172 12.365 24.566  0.061
H: 21.921 13.767 24.501  0.065
O: 12.727 19.265 23.856  -0.323
S: 13.468 18.306 24.725  0.727
O: 14.720 18.692 25.408  -0.310
O: 12.378 17.635 25.799  -0.254
C: 10.989 17.894 25.612  -0.307
C: 10.147 17.084 26.499  -0.064
C: 13.829 16.817 23.665  -0.065
H: 10.862 17.573 24.579  0.117
H: 10.580 18.892 25.772  0.116
H: 10.293 17.172 27.576  0.066
H: 10.507 16.056 26.452  0.082
H: 9.127 17.125 26.117  0.077
H: 14.472 17.203 22.874  0.049
H: 12.858 16.488 23.294  0.058
H: 14.361 16.115 24.306  0.058
O: 14.135 23.003 30.091  -0.337
S: 14.265 24.022 29.021  0.720
O: 15.603 24.563 28.669  -0.322
O: 13.666 23.423 27.573  -0.299
C: 14.558 22.461 26.982  -0.253
C: 13.885 22.260 25.612  -0.072
C: 13.078 25.404 29.463  -0.075
H: 14.330 21.535 27.508  0.112
H: 15.639 22.597 26.925  0.122
H: 13.600 23.201 25.141  0.088
H: 12.973 21.677 25.743  0.060
H: 14.568 21.666 25.005  0.055
H: 13.774 26.237 29.570  0.058
H: 12.338 25.285 30.253  0.073
H: 12.594 25.494 28.490  0.053
O: 9.445 15.328 20.395  -0.264
S: 10.596 14.880 21.100  0.654
O: 11.852 15.549 20.917  -0.297
O: 10.239 14.958 22.732  -0.283
C: 8.980 14.496 23.256  -0.258
C: 8.050 15.729 23.300  -0.044
C: 10.960 12.994 20.832  -0.051
H: 9.208 14.166 24.270  0.067
H: 8.600 13.645 22.692  0.113
H: 8.497 16.527 23.892  0.060
H: 7.029 15.474 23.583  0.065
H: 7.851 16.206 22.340  0.073
H: 10.190 12.603 21.499  0.027
H: 11.927 12.621 21.168  0.056
H: 10.620 12.755 19.824  0.061
O: 7.922 21.505 24.492  -0.325
S: 7.384 20.143 24.157  0.689
O: 8.083 19.402 23.138  -0.292
O: 7.314 19.149 25.520  -0.285
C: 6.520 19.560 26.655  -0.240
C: 6.537 18.361 27.620  -0.046
C: 5.605 20.325 23.767  -0.087
H: 5.483 19.714 26.357  0.106
H: 6.933 20.467 27.096  0.095
H: 7.555 18.343 28.009  0.064
H: 6.273 17.435 27.110  0.055
H: 5.914 18.380 28.514  0.074
H: 5.196 19.317 23.700  0.053
H: 5.625 20.759 22.768  0.076
H: 5.310 21.004 24.568  0.069
O: 22.824 20.524 19.900  -0.340
S: 21.958 21.592 20.514  0.701
O: 21.053 22.309 19.585  -0.324
O: 21.080 20.876 21.678  -0.314
C: 20.056 19.940 21.371  -0.239
C: 19.768 18.985 22.588  -0.024
C: 23.037 22.741 21.502  -0.074
H: 20.414 19.303 20.563  0.115
H: 19.264 20.601 21.018  0.103
H: 19.504 19.546 23.485  0.055
H: 20.714 18.463 22.731  0.087
H: 18.901 18.348 22.412  0.043
H: 23.101 23.677 20.948  0.069
H: 23.978 22.211 21.650  0.069
H: 22.425 22.858 22.396  0.052

Its energy relative to the best compared isomer or geometry (same formula, charge and spin) is 888.52 kJ/mol. Its HOMO energy is -0.38099 hartree. The orbital gap comes out at 9.943 eV.

---

ORCA calculation (ωB97M-V/def2-TZVPD) on a structure of composition C25H12Cl4F5HgN2O2 at a distorted geometry.

Last column: Löwdin charge in e.
Atoms and positions in Å:
Hg: 1.096 0.839 -1.345  1.283
C: -3.943 -1.449 1.059  -0.096
C: -3.490 -0.149 1.596  -0.268
C: -2.184 -0.019 2.157  -0.015
C: -1.718 1.255 2.569  -0.069
C: -2.586 2.327 2.546  -0.110
C: -3.878 2.232 2.042  -0.129
C: -4.335 1.038 1.543  -0.063
H: -3.073 -2.097 0.753  0.095
H: -4.485 -1.401 0.095  0.074
H: -4.600 -2.034 1.730  0.076
H: -1.538 -0.916 2.259  0.104
H: -0.729 1.342 2.892  0.061
H: -2.336 3.239 3.045  0.087
H: -4.622 3.043 2.161  0.100
H: -5.324 0.910 1.130  0.092
Cl: 4.112 5.445 2.673  0.543
C: 3.892 3.934 1.776  -0.696
C: 5.011 3.340 1.126  -0.790
Cl: 6.536 3.938 1.522  0.633
C: 4.867 2.196 0.380  -0.634
Cl: 6.158 1.079 0.057  0.642
C: 3.526 1.845 0.033  -0.430
O: 3.213 0.991 -0.873  -0.232
C: 2.408 2.345 0.765  -0.437
O: 1.259 1.791 0.595  -0.252
C: 2.658 3.286 1.834  -0.661
Cl: 1.474 3.515 3.032  0.682
N: 1.664 -6.418 -1.317  0.033
C: 1.611 -5.445 -0.682  -0.286
C: 1.475 -4.203 0.056  -0.298
C: 1.248 -4.314 1.414  -0.144
C: 1.072 -3.164 2.165  -0.125
C: 1.111 -1.940 1.459  -0.247
N: 1.353 -1.825 0.144  -0.007
C: 1.495 -2.935 -0.567  -0.147
H: 1.254 -5.309 1.830  0.082
H: 0.861 -3.174 3.239  0.082
H: 0.820 -0.988 1.928  0.068
H: 1.626 -2.903 -1.633  0.092
F: -2.252 -0.415 -1.650  0.056
C: -1.596 -0.141 -2.825  -0.222
C: -0.223 0.179 -2.891  -0.126
C: 0.350 0.387 -4.167  -0.262
F: 1.683 0.384 -4.329  0.051
C: -0.455 0.313 -5.362  -0.133
F: 0.052 0.613 -6.579  0.079
C: -1.803 -0.037 -5.231  -0.105
F: -2.635 0.004 -6.354  0.044
C: -2.369 -0.194 -3.976  -0.159
F: -3.709 -0.347 -3.824  0.082

Its energy relative to the best compared isomer or geometry (same formula, charge and spin) is 28.47 kJ/mol. As for the total charge: -2. As for the spin multiplicity: 2. Its HOMO energy (spin up / spin down) is 0.04224 / -0.06512 hartree. The orbital gap (spin up / spin down) comes out at 2.946 / 5.867 eV.

---

ORCA calculation (ωB97M-V/def2-TZVPD) on a structure of composition C37H84NO17S2 at a distorted geometry.

Last column: Löwdin charge in e.
Atoms and positions in Å:
C: -4.103 2.401 -1.739  -0.100
C: -4.345 1.337 -2.838  -0.236
C: -3.080 0.970 -3.635  -0.205
C: -3.000 1.581 -5.028  -0.205
C: -2.475 3.017 -5.016  -0.203
C: -0.933 3.175 -5.165  -0.171
C: -0.321 3.636 -3.821  -0.193
C: 0.942 2.900 -3.289  -0.201
C: 1.053 1.362 -3.412  -0.193
C: 2.140 0.916 -2.404  -0.222
C: 2.152 -0.556 -1.966  -0.225
S: 2.622 -1.739 -3.255  0.530
O: 3.962 -2.205 -2.893  -0.381
O: 2.694 -1.155 -4.577  -0.336
N: 1.678 -3.076 -3.286  -0.334
S: 0.116 -2.782 -3.521  0.516
O: -0.615 -2.409 -2.312  -0.385
O: -0.147 -1.858 -4.604  -0.342
C: -0.605 -4.391 -4.071  -0.272
O: -1.076 -4.341 -5.364  -0.184
C: -2.397 -3.871 -5.442  -0.109
H: -4.401 1.966 -0.789  0.053
H: -4.683 3.306 -1.890  0.060
H: -3.048 2.637 -1.644  0.054
H: -5.186 1.625 -3.465  0.096
H: -4.651 0.434 -2.317  0.091
H: -2.233 1.267 -3.029  0.094
H: -3.082 -0.094 -3.760  0.095
H: -2.415 0.982 -5.715  0.106
H: -4.022 1.628 -5.412  0.098
H: -2.848 3.481 -4.107  0.092
H: -2.930 3.540 -5.856  0.095
H: -0.446 2.307 -5.590  0.105
H: -0.798 3.984 -5.877  0.091
H: -0.005 4.669 -3.968  0.095
H: -1.054 3.663 -3.023  0.083
H: 1.857 3.339 -3.679  0.106
H: 0.960 3.111 -2.216  0.091
H: 1.435 1.143 -4.401  0.099
H: 0.123 0.812 -3.335  0.101
H: 3.092 1.091 -2.903  0.112
H: 2.110 1.572 -1.539  0.098
H: 2.856 -0.726 -1.162  0.089
H: 1.171 -0.787 -1.560  0.077
H: 0.149 -5.159 -3.940  0.103
H: -1.429 -4.588 -3.388  0.092
H: -3.047 -4.297 -4.674  0.086
H: -2.435 -2.792 -5.357  0.078
H: -2.814 -4.166 -6.397  0.084
C: 5.635 -2.816 -5.553  -0.105
O: 5.219 -4.118 -5.932  -0.202
C: 3.820 -4.175 -6.173  -0.195
C: 3.484 -5.358 -7.051  -0.171
O: 3.731 -5.134 -8.440  -0.131
C: 5.086 -5.133 -8.848  -0.193
C: 5.716 -6.510 -8.882  -0.210
O: 6.108 -6.919 -7.583  -0.196
C: 6.257 -8.313 -7.490  -0.125
H: 5.138 -2.501 -4.632  0.049
H: 6.713 -2.843 -5.387  0.081
H: 5.427 -2.100 -6.360  0.089
H: 3.473 -3.253 -6.653  0.133
H: 3.321 -4.284 -5.203  0.118
H: 2.407 -5.528 -6.979  0.125
H: 3.981 -6.266 -6.705  0.118
H: 5.678 -4.437 -8.251  0.124
H: 5.072 -4.754 -9.873  0.123
H: 6.616 -6.485 -9.514  0.123
H: 4.998 -7.226 -9.302  0.125
H: 5.306 -8.818 -7.696  0.087
H: 6.560 -8.548 -6.471  0.086
H: 7.027 -8.675 -8.184  0.084
C: -1.675 2.857 5.419  -0.107
O: -2.943 2.317 5.118  -0.201
C: -3.679 3.149 4.238  -0.207
C: -4.752 2.354 3.526  -0.187
O: -4.266 1.596 2.430  -0.132
C: -3.513 0.429 2.743  -0.173
C: -4.348 -0.717 3.267  -0.197
O: -4.643 -0.536 4.645  -0.199
C: -5.757 -1.293 5.049  -0.121
H: -1.769 3.831 5.912  0.081
H: -1.167 2.167 6.090  0.088
H: -1.075 2.958 4.507  0.090
H: -3.013 3.604 3.496  0.129
H: -4.151 3.941 4.837  0.126
H: -5.454 3.066 3.087  0.125
H: -5.315 1.729 4.222  0.121
H: -2.686 0.662 3.415  0.124
H: -3.079 0.112 1.792  0.127
H: -3.785 -1.655 3.160  0.125
H: -5.277 -0.784 2.688  0.129
H: -6.654 -0.985 4.499  0.087
H: -5.920 -1.108 6.110  0.085
H: -5.580 -2.365 4.898  0.087
C: -0.644 -2.874 1.307  -0.097
O: -0.443 -3.601 2.507  -0.206
C: -1.052 -4.875 2.462  -0.212
C: -0.411 -5.804 3.470  -0.187
O: 0.822 -6.355 3.030  -0.129
C: 1.942 -5.480 3.021  -0.177
C: 2.480 -5.169 4.400  -0.205
O: 1.697 -4.168 5.031  -0.199
C: 1.856 -4.175 6.429  -0.122
H: -1.713 -2.706 1.129  0.085
H: -0.146 -1.913 1.411  0.089
H: -0.205 -3.400 0.455  0.086
H: -0.962 -5.309 1.460  0.131
H: -2.118 -4.752 2.710  0.123
H: -1.074 -6.663 3.601  0.123
H: -0.305 -5.323 4.444  0.120
H: 1.727 -4.570 2.460  0.126
H: 2.718 -6.021 2.477  0.128
H: 3.508 -4.790 4.313  0.127
H: 2.482 -6.084 5.004  0.126
H: 1.529 -5.133 6.851  0.086
H: 1.231 -3.384 6.839  0.086
H: 2.900 -3.984 6.707  0.086
C: -2.341 10.171 6.970  -0.115
O: -1.393 9.316 7.565  -0.201
C: -1.932 8.034 7.844  -0.205
C: -0.828 7.008 7.973  -0.183
O: -0.331 6.546 6.726  -0.134
C: 0.496 7.445 6.000  -0.179
C: 1.879 7.611 6.590  -0.203
O: 1.851 8.512 7.685  -0.202
C: 2.965 8.350 8.532  -0.116
H: -3.198 10.331 7.635  0.087
H: -1.856 11.127 6.782  0.087
H: -2.686 9.762 6.013  0.089
H: -2.621 7.728 7.048  0.128
H: -2.481 8.098 8.794  0.128
H: -1.254 6.123 8.452  0.127
H: -0.021 7.367 8.613  0.122
H: 0.003 8.408 5.858  0.122
H: 0.609 6.990 5.014  0.129
H: 2.553 8.023 5.827  0.129
H: 2.255 6.633 6.914  0.129
H: 2.979 7.343 8.963  0.088
H: 2.876 9.072 9.341  0.086
H: 3.900 8.535 7.990  0.088

As for the total charge: -1. Its HOMO energy is -0.21250 hartree. The orbital gap comes out at 7.657 eV.

---

| no. | calculated total energy (eV) |
| --- | --- |
| 1 | -283043.350 |
| 2 | -101044.657 |
| 3 | -97692.413 |